[1]
Density functional theory data (ωB97M-V/def2-TZVPD) for a cluster of 18 separate species, C20H81N5O18 in total in a non-equilibrium geometry.

Computed properties:
Total charge: 0

Last column: Mulliken charge in e.
CARTESIAN COORDINATES (ANGSTROEM)
1 O -3.348 0.167 -1.100  0.0024
2 H -3.978 0.503 -1.744  0.2138
3 H -3.866 0.093 -0.273  0.0133
4 O -5.065 -2.048 2.440  -0.6319
5 H -4.592 -2.257 1.616  0.3258
6 H -5.976 -1.984 2.148  0.3186
7 O -3.080 3.644 -3.194  -0.7040
8 H -2.168 3.774 -3.533  0.3334
9 H -3.024 3.713 -2.242  0.3463
10 O 1.834 4.813 1.512  -0.7339
11 H 1.260 4.200 1.025  0.2379
12 H 1.735 5.602 0.975  0.2932
13 O -1.757 -5.040 -0.861  -0.7083
14 H -0.889 -5.343 -0.602  0.3208
15 H -1.650 -4.937 -1.810  0.2974
16 O -5.559 1.053 0.585  -0.5809
17 H -5.375 1.413 1.462  0.2981
18 H -5.930 1.791 0.100  0.2758
19 O -0.788 -4.010 -3.853  -0.5762
20 H -1.313 -3.528 -4.500  0.3083
21 H 0.119 -3.675 -3.929  0.3214
22 O -0.678 5.308 -1.833  -0.6183
23 H -0.336 4.647 -1.186  0.2247
24 H -1.380 5.800 -1.412  0.3255
25 O -0.626 0.714 -1.074  -0.2448
26 H -1.538 0.856 -1.368  0.1468
27 H -0.706 -0.076 -0.491  0.0259
28 O -5.360 -3.113 -1.123  -0.6228
29 H -5.263 -3.996 -1.474  0.2748
30 H -4.924 -2.515 -1.790  0.3402
31 O -4.573 1.076 -3.448  -0.7117
32 H -4.119 0.470 -4.043  0.2889
33 H -4.307 1.984 -3.696  0.3277
34 O -3.004 -1.885 -2.872  -0.6297
35 H -2.702 -1.190 -2.265  0.2848
36 H -2.384 -2.630 -2.680  0.2748
37 O 0.416 3.139 -0.463  0.5362
38 H -0.078 2.265 -0.560  -0.1313
39 H 1.026 3.055 -1.188  0.3608
40 C -0.514 1.340 -5.084  -1.5167
41 C 0.156 2.245 -4.041  1.7650
42 C 1.548 1.610 -3.725  -1.0222
43 O 2.195 2.365 -2.697  -0.3164
44 C 3.277 1.712 -2.196  -0.6603
45 N 0.130 3.613 -4.479  -0.5608
46 H -1.551 1.532 -5.265  0.2593
47 H -0.322 0.307 -4.763  0.3243
48 H -0.083 1.469 -6.078  0.4241
49 H -0.538 2.200 -3.207  -0.6671
50 H 2.216 1.502 -4.590  0.4526
51 H 1.366 0.577 -3.368  0.2447
52 H 3.717 2.420 -1.493  0.2553
53 H 3.946 1.441 -3.036  0.3142
54 H 2.949 0.818 -1.628  0.1654
55 H 0.178 4.253 -3.720  0.1198
56 H 0.778 3.831 -5.216  0.2497
57 C 2.299 -3.794 -2.218  -0.9566
58 C 2.143 -5.267 -2.069  0.3398
59 C 3.562 -5.930 -1.963  -0.8341
60 O 4.406 -5.597 -3.047  -0.3249
61 C 5.786 -5.865 -2.800  -0.7246
62 N 1.362 -5.606 -0.907  -0.2651
63 H 2.955 -3.612 -3.080  0.4521
64 H 2.807 -3.357 -1.353  0.2640
65 H 1.341 -3.298 -2.363  -0.2680
66 H 1.677 -5.677 -2.973  0.3095
67 H 3.414 -7.011 -1.947  0.3918
68 H 4.056 -5.631 -1.035  0.3541
69 H 6.350 -5.591 -3.680  0.2576
70 H 5.977 -6.927 -2.618  0.2942
71 H 6.165 -5.248 -1.950  0.3000
72 H 1.249 -6.611 -0.835  0.3127
73 H 1.737 -5.207 -0.042  0.1672
74 C -2.704 4.264 4.009  -1.6212
75 C -1.612 4.492 2.979  1.1775
76 C -2.053 5.515 1.952  -0.6715
77 O -3.176 5.164 1.177  -0.4849
78 C -2.978 3.986 0.401  0.2525
79 N -0.428 5.006 3.659  -0.6471
80 H -2.450 3.491 4.739  0.4486
81 H -3.647 3.951 3.565  0.2915
82 H -2.859 5.249 4.475  0.3948
83 H -1.501 3.553 2.431  -0.3539
84 H -1.192 5.812 1.289  0.1780
85 H -2.315 6.429 2.489  0.4464
86 H -2.834 3.056 0.979  0.1454
87 H -2.067 4.093 -0.197  -0.6573
88 H -3.774 3.966 -0.312  0.4624
89 H -0.261 4.530 4.528  0.2584
90 H 0.430 5.019 3.108  0.3127
91 C 2.228 -0.108 6.898  -1.5113
92 C 2.710 -0.396 5.469  0.7101
93 C 2.201 0.710 4.544  -0.7319
94 O 2.551 0.453 3.186  -0.3104
95 C 2.023 1.358 2.252  -0.8999
96 N 4.130 -0.519 5.447  -0.6984
97 H 2.337 -1.020 7.465  0.3647
98 H 1.171 0.110 6.974  0.3825
99 H 2.677 0.815 7.299  0.3748
100 H 2.300 -1.355 5.094  -0.0029
101 H 2.616 1.695 4.849  0.3291
102 H 1.102 0.768 4.650  0.2943
103 H 0.936 1.431 2.379  0.2409
104 H 2.289 1.029 1.232  0.1302
105 H 2.446 2.321 2.412  0.6428
106 H 4.520 0.346 5.808  0.2971
107 H 4.523 -0.467 4.524  0.3095
108 C -1.333 -1.479 2.055  -1.5496
109 C -0.031 -1.871 1.387  2.0323
110 C 0.560 -3.201 1.913  -0.9152
111 O 1.792 -3.473 1.282  -0.2257
112 C 2.939 -2.777 1.840  -0.7467
113 N -0.216 -1.846 -0.052  0.0755
114 H -1.440 -0.423 1.917  0.2676
115 H -1.337 -1.825 3.078  0.5409
116 H -2.217 -1.991 1.642  0.1655
117 H 0.725 -1.119 1.701  -1.1466
118 H -0.079 -4.050 1.659  0.2552
119 H 0.848 -3.115 2.962  0.3559
120 H 2.791 -1.704 1.731  0.1886
121 H 3.774 -3.013 1.181  0.3576
122 H 3.195 -3.063 2.893  0.2961
123 H -0.809 -2.669 -0.246  0.0073
124 H 0.709 -1.983 -0.484  -0.1367

[2]
Density functional theory data (ωB97M-V/def2-TZVPD) for a structure of composition C21H10Cl2F5N5O3Tc.

Computed properties:
⟨S²⟩: 0.784
Total charge: 0
Multiplicity: 2

Last column: Mulliken spin population.
CARTESIAN COORDINATES (ANGSTROEM)
1 Tc 0.345 -0.566 -0.122  1.0195
2 Cl -6.092 -2.682 0.208  0.0005
3 C -4.577 -1.980 0.652  0.0065
4 C -3.657 -1.707 -0.348  -0.0106
5 C -2.432 -1.167 0.010  0.0197
6 N -1.404 -0.793 -0.881  -0.0665
7 C -1.716 -0.160 -2.085  0.0291
8 O -2.594 -0.451 -2.851  -0.0092
9 C -0.845 1.056 -2.267  0.0021
10 C -1.032 1.930 -3.315  -0.0074
11 C -0.309 3.114 -3.311  0.0115
12 C 0.557 3.378 -2.265  -0.0063
13 C 0.713 2.429 -1.268  0.0192
14 N 0.028 1.287 -1.275  -0.0274
15 C -2.127 -0.868 1.351  -0.0312
16 C -3.063 -1.138 2.344  0.0028
17 C -4.277 -1.700 1.984  -0.0098
18 Cl -5.422 -2.040 3.234  -0.0015
19 N -0.864 -0.300 1.496  -0.0226
20 C -0.370 0.186 2.662  -0.0020
21 O -0.960 0.379 3.709  0.0321
22 C 1.115 0.453 2.562  0.0298
23 C 1.816 0.853 3.684  -0.0017
24 C 3.193 0.971 3.601  0.0060
25 C 3.821 0.677 2.402  -0.0041
26 C 3.051 0.311 1.312  0.0123
27 N 1.721 0.213 1.385  -0.0447
28 H -3.888 -1.930 -1.377  -0.0004
29 H -1.744 1.677 -4.088  -0.0004
30 H -0.430 3.831 -4.112  0.0007
31 H 1.123 4.297 -2.219  -0.0002
32 H 1.405 2.569 -0.449  -0.0001
33 H -2.855 -0.906 3.375  0.0011
34 H 1.258 1.035 4.591  0.0004
35 H 3.771 1.272 4.465  0.0002
36 H 4.895 0.726 2.298  -0.0003
37 H 3.500 0.078 0.360  -0.0009
38 O 0.848 -4.732 0.671  0.0492
39 C 0.787 -3.566 0.554  0.0528
40 N 0.735 -2.375 0.468  -0.0002
41 F 0.850 -1.597 -2.834  0.0002
42 C 1.677 -1.092 -1.837  -0.0460
43 F 2.574 -2.092 -1.573  0.0018
44 C 2.518 0.002 -2.563  -0.0043
45 F 3.601 -0.479 -3.177  0.0001
46 F 2.965 0.937 -1.685  0.0001
47 F 1.792 0.661 -3.476  0.0004

[3]
Density functional theory data (ωB97M-V/def2-TZVPD) for a structure of composition C21H12F3IN3O2PdS4.

Computed properties:
⟨S²⟩: 2.010
Total charge: -1
Multiplicity: 3

Last column: Mulliken spin population.
CARTESIAN COORDINATES (ANGSTROEM)
1 Pd 0.190 -1.138 -0.352  1.2222
2 F 2.214 3.788 -0.741  -0.0002
3 C 2.826 3.321 0.360  0.0155
4 F 3.985 4.012 0.471  0.0006
5 F 2.072 3.676 1.417  -0.0007
6 C 3.068 1.839 0.304  -0.0517
7 C 4.355 1.347 0.351  -0.0048
8 C 4.587 -0.023 0.268  0.0074
9 C 3.486 -0.849 0.170  -0.0059
10 N 2.242 -0.385 0.173  0.0860
11 C 1.989 0.940 0.192  0.0382
12 S 0.308 1.309 0.012  0.2998
13 H 5.184 2.037 0.433  -0.0006
14 H 5.586 -0.432 0.278  0.0008
15 H 3.587 -1.926 0.095  -0.0018
16 I -8.642 -1.475 1.133  0.0000
17 C -6.584 -1.425 0.825  -0.0007
18 C -5.728 -1.612 1.901  -0.0002
19 C -4.357 -1.578 1.689  0.0006
20 C -3.850 -1.368 0.414  0.0114
21 C -4.720 -1.187 -0.652  0.0062
22 C -6.093 -1.210 -0.455  0.0000
23 C -2.365 -1.354 0.188  -0.0360
24 O -1.596 -1.382 1.177  0.0460
25 O -1.943 -1.322 -1.006  0.0888
26 H -6.124 -1.782 2.893  0.0002
27 H -3.663 -1.715 2.506  -0.0011
28 H -4.301 -1.032 -1.638  -0.0002
29 H -6.771 -1.063 -1.284  0.0000
30 S -0.280 -5.844 1.835  -0.0028
31 C -0.089 -5.006 0.410  -0.0055
32 S 1.064 -3.733 0.190  0.0412
33 C 0.549 -3.487 -1.467  -0.0007
34 N -0.397 -4.297 -1.820  0.0427
35 N -0.741 -5.130 -0.764  0.0161
36 C -1.896 -5.939 -0.998  -0.0025
37 C -1.920 -7.277 -0.646  0.0026
38 C -3.068 -8.015 -0.898  -0.0016
39 C -4.172 -7.422 -1.492  0.0025
40 C -4.130 -6.078 -1.842  -0.0015
41 C -2.991 -5.329 -1.597  0.0038
42 S 1.180 -2.162 -2.398  0.1867
43 H -1.061 -7.725 -0.171  -0.0001
44 H -3.096 -9.062 -0.625  -0.0001
45 H -5.065 -8.003 -1.682  0.0002
46 H -4.987 -5.602 -2.301  -0.0001
47 H -2.929 -4.281 -1.857  -0.0010

It is found that the energy relative to the best compared isomer or geometry (same formula, charge and spin) values, taken in the order of the records, are 0.000; 0.000; 0.000 eV.